{"formula": "C65H59F9N2O", "method": "ωB97M-V with the def2-TZVPD basis set", "species": ["N", "C", "C", "C", "C", "C", "H", "H", "H", "H", "H", "N", "C", "C", "C", "C", "C", "H", "H", "H", "H", "H", "C", "O", "H", "H", "H", "H", "F", "C", "C", "C", "C", "C", "C", "H", "H", "H", "H", "H", "F", "C", "C", "C", "C", "C", "C", "H", "H", "H", "H", "H", "F", "C", "C", "C", "C", "C", "C", "H", "H", "H", "H", "H", "F", "C", "C", "C", "C", "C", "C", "H", "H", "H", "H", "H", "F", "C", "C", "C", "C", "C", "C", "H", "H", "H", "H", "H", "F", "C", "C", "C", "C", "C", "C", "H", "H", "H", "H", "H", "F", "C", "C", "C", "C", "C", "C", "H", "H", "H", "H", "H", "F", "C", "C", "C", "C", "C", "C", "H", "H", "H", "H", "H", "F", "C", "C", "C", "C", "C", "C", "H", "H", "H", "H", "H"], "coordinates": [[4.9300, -16.3339, 3.8926], [5.8409, -15.6599, 4.6003], [5.8493, -15.5640, 5.9923], [4.7463, -16.0520, 6.6700], [3.7500, -16.7225, 5.9713], [3.9246, -16.8593, 4.6009], [6.6463, -15.2533, 3.9987], [6.5826, -14.9718, 6.5223], [4.5766, -15.8197, 7.7152], [2.8922, -17.0889, 6.5132], [3.1624, -17.4411, 4.0913], [0.2174, -20.6721, 15.7152], [-0.2935, -20.3632, 16.9229], [-1.1596, -19.3097, 17.1563], [-1.5800, -18.5373, 16.1020], [-1.0671, -18.7968, 14.8439], [-0.1986, -19.8788, 14.7137], [0.0349, -21.0125, 17.7246], [-1.5041, -19.0496, 18.1492], [-2.3048, -17.7463, 16.2590], [-1.2591, -18.2108, 13.9573], [0.1188, -20.1869, 13.7232], [-1.5535, -22.8929, 11.6620], [-2.5288, -23.9068, 11.8715], [-1.6746, -22.3597, 10.7095], [-1.6314, -22.0838, 12.3894], [-0.5799, -23.3834, 11.7123], [-2.4950, -24.4765, 11.0972], [0.0168, -15.8587, 14.1088], [0.0660, -14.7910, 14.9287], [-0.4713, -13.6186, 14.4148], [-0.4869, -12.4791, 15.2035], [-0.0952, -12.5496, 16.5383], [0.4402, -13.7262, 17.0468], [0.5240, -14.8514, 16.2236], [-0.8761, -13.6425, 13.4117], [-0.8585, -11.5556, 14.7806], [-0.0931, -11.6679, 17.1652], [0.6643, -13.8267, 18.0987], [0.8912, -15.8085, 16.5753], [3.6432, -19.1802, 7.5927], [4.4165, -20.2539, 7.8932], [4.9942, -20.3638, 9.1395], [5.7806, -21.4997, 9.3799], [5.9569, -22.4392, 8.3989], [5.3747, -22.3078, 7.1329], [4.5532, -21.2187, 6.8891], [4.7834, -19.6478, 9.9218], [6.2609, -21.7179, 10.3251], [6.5156, -23.3500, 8.5755], [5.4561, -23.0475, 6.3485], [4.0703, -21.0671, 5.9339], [3.0576, -26.3961, 9.0911], [2.7017, -25.2377, 9.6827], [2.3209, -25.3342, 11.0026], [2.0411, -24.1761, 11.7006], [2.0348, -22.9482, 11.0502], [2.3497, -22.8738, 9.6987], [2.7206, -24.0291, 9.0067], [2.5502, -26.2886, 11.4633], [1.7055, -24.1719, 12.7304], [1.6610, -22.1064, 11.6206], [2.2508, -21.9534, 9.1424], [3.0861, -23.9437, 7.9929], [0.0064, -16.9193, 5.1097], [-0.3758, -15.7360, 5.6051], [-0.0478, -15.4167, 6.9024], [-0.5430, -14.2031, 7.4286], [-1.1877, -13.3006, 6.6347], [-1.4628, -13.6194, 5.3069], [-1.0341, -14.8224, 4.7822], [0.4285, -16.1434, 7.5464], [-0.2752, -14.0331, 8.4641], [-1.5406, -12.3693, 7.0594], [-2.0692, -12.9480, 4.7141], [-1.1357, -15.1058, 3.7418], [-3.3469, -19.9752, 9.7998], [-4.1382, -20.6072, 8.9246], [-4.3033, -21.9867, 9.0123], [-5.3033, -22.5988, 8.2656], [-5.9922, -21.8490, 7.3097], [-5.7806, -20.4877, 7.1692], [-4.8297, -19.8680, 7.9865], [-3.8097, -22.4833, 9.8400], [-5.4584, -23.6668, 8.3104], [-6.8353, -22.3429, 6.8407], [-6.3478, -19.8614, 6.4970], [-4.6222, -18.8094, 7.8953], [-1.6231, -18.8277, 11.8080], [-0.5863, -18.5066, 11.0054], [-0.1072, -17.2182, 11.0698], [0.9485, -16.8914, 10.2493], [1.6134, -17.8584, 9.4937], [1.1209, -19.1557, 9.4843], [-0.0345, -19.4811, 10.1928], [-0.5313, -16.4973, 11.7562], [1.3630, -15.8900, 10.2813], [2.4570, -17.5459, 8.8955], [1.5948, -19.9071, 8.8688], [-0.5217, -20.4439, 10.1274], [3.1587, -15.8285, 14.7353], [3.4999, -17.0272, 14.2362], [2.5886, -17.7451, 13.4839], [2.9796, -18.9239, 12.8193], [4.3019, -19.3240, 12.9018], [5.1748, -18.6618, 13.7525], [4.8046, -17.4627, 14.3202], [1.5994, -17.3089, 13.4220], [2.2638, -19.5090, 12.2576], [4.7895, -20.0676, 12.2809], [6.2064, -18.9908, 13.7632], [5.5520, -16.8790, 14.8474], [8.2765, -13.8886, 11.6646], [7.4666, -14.8284, 11.1527], [6.2546, -15.0443, 11.7692], [5.3343, -15.9383, 11.2065], [5.8038, -16.6596, 10.1234], [7.0336, -16.4662, 9.5076], [7.8716, -15.4934, 10.0059], [6.0360, -14.4519, 12.6497], [4.3590, -16.0867, 11.6449], [5.1826, -17.4070, 9.6370], [7.3193, -16.9579, 8.5876], [8.8311, -15.2427, 9.5724], [-4.7153, -18.7015, 12.5163], [-4.7274, -17.5548, 13.2053], [-5.7849, -17.2930, 14.0566], [-5.8685, -16.0426, 14.6734], [-4.9009, -15.0859, 14.4142], [-3.8216, -15.3661, 13.5887], [-3.7013, -16.6342, 13.0314], [-6.5757, -18.0229, 14.1655], [-6.7569, -15.8974, 15.2725], [-4.9522, -14.1477, 14.9541], [-3.0587, -14.6151, 13.4457], [-2.8948, -16.8357, 12.3372]], "forces_ev_per_a": [[-0.4, 0.0, 0.7], [0.5, -0.6, -0.1], [-0.6, 0.6, -0.3], [-0.5, 0.2, 0.1], [0.9, 0.5, 0.1], [-0.6, -0.4, 0.1], [0.1, 0.2, 0.2], [0.2, -0.1, -0.1], [0.3, -0.2, 0.1], [-0.2, -0.2, -0.3], [0.2, 0.1, -0.4], [-1.0, 0.7, 0.2], [0.7, -0.3, -0.4], [-0.1, -0.1, 0.5], [-0.1, 0.6, -0.6], [0.5, -0.5, -0.1], [0.0, -0.5, 0.1], [0.0, 0.1, 0.2], [0.0, -0.4, 0.1], [0.1, 0.1, 0.0], [-0.4, 0.0, 0.2], [0.3, 0.2, -0.1], [0.3, 0.0, -0.2], [-0.4, 0.5, -0.1], [0.0, -0.4, -0.2], [-0.2, -0.5, 0.4], [0.2, 0.5, -0.1], [0.0, -0.1, 0.1], [0.3, -0.4, 0.2], [-0.7, 1.2, -0.1], [0.2, -0.1, 0.0], [-0.3, -0.2, 0.1], [0.7, 0.1, -0.1], [-0.7, -0.4, -0.5], [0.1, -0.7, 0.2], [0.1, 0.2, -0.1], [0.0, 0.0, 0.1], [-0.2, 0.0, 0.0], [0.3, 0.1, 0.0], [0.1, 0.1, 0.2], [0.1, -0.1, 0.3], [-0.1, -0.4, -0.5], [0.1, -0.4, 0.1], [-0.1, 0.2, 0.1], [0.1, -1.0, -1.2], [-0.7, 0.5, 0.4], [0.4, 0.5, 0.4], [0.1, 0.1, -0.1], [-0.2, 0.4, 0.2], [0.2, 0.2, 0.2], [0.3, -0.2, 0.2], [-0.1, 0.0, 0.0], [0.1, 0.2, -0.4], [-0.2, 0.3, 0.0], [1.2, -0.2, 0.3], [-0.5, 0.3, 0.0], [-0.5, -0.1, -0.2], [-0.1, -0.4, 0.1], [0.2, 0.0, 0.0], [-0.7, 0.0, 0.2], [0.3, -0.3, 0.1], [0.2, 0.3, -0.2], [0.3, 0.1, 0.1], [-0.2, -0.2, -0.1], [0.1, -0.3, -0.3], [0.2, 1.0, 0.2], [-1.1, 0.2, 0.3], [1.6, -1.3, 0.2], [-0.7, 0.4, -0.1], [-0.1, 0.0, 0.1], [0.3, -0.7, -0.1], [0.1, 0.0, -0.1], [-0.3, 0.4, 0.0], [0.0, 0.0, -0.1], [0.2, 0.1, -0.2], [-0.3, 0.1, 0.0], [0.4, 0.0, 0.0], [-0.7, -0.6, -0.6], [-0.4, 0.4, 1.0], [0.9, 0.6, -0.9], [-0.9, -0.4, 0.6], [0.7, 0.1, 0.6], [0.0, 0.2, -0.3], [0.1, -0.2, -0.2], [-0.1, 0.0, 0.3], [0.2, 0.1, -0.5], [-0.1, -0.2, -0.2], [-0.1, 0.0, 0.1], [-0.1, -0.2, -0.2], [-0.1, -0.2, 0.2], [-0.1, 0.1, 0.0], [1.0, 0.1, 0.1], [-0.6, 0.4, 0.2], [-0.3, 0.0, -0.3], [0.1, 0.3, 0.2], [-0.1, 0.0, -0.1], [-0.1, 0.1, 0.0], [0.1, -0.3, 0.0], [0.0, 0.0, 0.0], [0.2, -0.1, 0.1], [-0.1, 0.1, 0.2], [0.4, -0.7, -1.2], [-0.3, -0.1, 0.1], [0.0, 0.6, 0.3], [0.5, -0.2, 0.2], [0.1, 0.4, -1.1], [0.6, 0.2, 1.2], [-0.1, -0.4, -0.1], [-0.1, 0.2, -0.2], [-0.7, -0.5, 0.1], [0.0, 0.1, 0.2], [-0.2, 0.1, 0.1], [0.3, 0.2, 0.2], [-0.1, -0.2, -0.3], [-0.6, 0.3, 0.1], [1.6, 0.2, 0.2], [-0.9, -1.0, -1.1], [0.1, 0.7, 0.1], [0.3, 0.3, 0.5], [-0.1, 0.0, 0.0], [0.0, -0.1, 0.0], [-0.3, 0.1, 0.2], [-0.2, -0.3, 0.1], [0.0, -0.1, -0.1], [0.2, -0.2, 0.0], [0.1, 0.6, 0.4], [-0.1, 0.2, -0.2], [-0.1, -0.9, -0.6], [-0.1, 0.3, 0.8], [-0.2, -0.5, 0.5], [-0.1, 0.3, -0.8], [0.1, -0.1, 0.1], [0.2, 0.5, 0.2], [0.0, 0.1, -0.3], [0.1, 0.0, -0.1], [-0.1, -0.2, 0.1]], "de_lowest_ev": 0.000, "max_force_ev_per_a": 2.10, "spin_multiplicity": 1, "e_lumo_ev": 0.37, "homo_lumo_gap_ev": 9.6, "e_tot_ha": -3595.738241, "smiles": "Fc1ccccc1.Fc1ccccc1.Fc1ccccc1.Fc1ccccc1.Fc1ccccc1.Fc1ccccc1.Fc1ccccc1.Fc1ccccc1.Fc1ccccc1.c1ccncc1.c1ccncc1.CO"}

{"formula": "C6H11IN", "method": "ωB97M-V with the def2-TZVPD basis set", "species": ["C", "C", "C", "C", "C", "C", "N", "I", "H", "H", "H", "H", "H", "H", "H", "H", "H", "H", "H"], "coordinates": [[-1.3613, -0.3134, 0.9533], [-0.8212, -1.2692, -0.1608], [-1.0076, 1.0700, 0.5138], [0.6692, -1.3140, -0.2255], [0.5085, 1.1382, 0.2570], [1.3333, 0.0247, -0.2196], [0.9379, 1.1403, -1.1490], [3.4764, -0.1013, 0.0542], [-2.5586, -0.3672, 1.0518], [-0.8889, -0.7177, 1.8734], [-1.0895, -2.2958, 0.1688], [-1.1810, -0.8586, -1.1311], [-1.6632, 1.1756, -0.3583], [-1.2764, 1.7393, 1.3749], [0.9924, -1.7552, 0.6416], [0.9781, -1.8411, -1.0575], [0.8641, 1.9016, 0.9775], [0.4064, 0.8904, -2.0494], [1.6813, 1.7533, -1.5152]], "forces_ev_per_a": [[-1.7, -2.2, -0.3], [-1.5, 0.4, 0.7], [-0.2, -0.4, 1.6], [-0.7, 2.2, -0.8], [-1.2, 1.9, 1.5], [0.8, 0.2, 0.8], [0.6, -0.2, -3.5], [-0.9, 0.3, 0.0], [2.8, -0.2, -0.1], [-0.4, 0.8, -0.1], [-0.5, 0.5, -1.2], [-0.4, -1.1, 0.4], [0.5, 0.9, 0.0], [0.3, 0.0, -1.3], [1.2, -1.3, 2.0], [0.8, -1.5, -1.6], [0.8, -0.3, -1.3], [-0.1, 0.3, 2.3], [0.0, -0.2, 1.0]], "de_lowest_ev": 1.248, "max_force_ev_per_a": 3.59, "spin_multiplicity": 1, "total_charge": 1, "e_lumo_ev": -3.93, "homo_lumo_gap_ev": 10.0, "e_tot_ha": -587.347568, "smiles": "I[C@@]12CCCC[C@@H]1[NH2+]2"}